[1]
The following is a quantum chemistry calculation of a cluster of 10 separate species, C55H46Br3N9O18 in total in a non-equilibrium geometry, from the Open Molecules 2025 dataset.

Calculated values
- total energy (eV) = -318144.509
- lowest unoccupied orbital energy (eV) = -1.01
- energy relative to the best compared isomer or geometry (same formula, charge and spin) (eV) = 5.1816
- net charge = 0

Last column: Mulliken charge in e.
Element x y z (Å)
C  -0.63970  -7.53064  -0.06211  -0.41
Br  -0.91119  -5.76422  0.82443  0.09
Br  1.22482  -7.79559  -0.84227  -0.02
Br  -2.18906  -7.98002  -1.28360  -0.03
H  -0.73318  -8.31567  0.68828  0.39
C  -2.57855  5.61186  0.17894  -0.56
C  -2.49068  5.91325  1.53085  -0.51
C  -3.01659  7.13935  2.05764  -0.45
C  -3.63167  8.01880  1.23453  0.05
C  -3.67083  7.76071  -0.15649  -0.34
C  -3.16083  6.55266  -0.61600  -0.62
N  -4.11841  9.32032  1.72714  0.94
O  -4.68679  10.07345  0.95180  -0.58
O  -3.97978  9.61100  2.92942  -0.59
H  -2.13155  4.71287  -0.21908  0.70
H  -2.13589  5.14171  2.19812  0.57
H  -2.83060  7.49330  3.06089  0.48
H  -4.07774  8.55231  -0.76819  0.49
H  -3.25723  6.28231  -1.65717  0.41
C  -1.55040  -1.70374  7.22217  -0.36
C  -1.08109  -2.30454  6.11425  -0.25
C  -0.07791  -3.28100  6.27806  -0.37
C  0.33271  -3.63445  7.57058  0.06
C  -0.15745  -2.94067  8.69230  -0.38
C  -1.03943  -1.91348  8.47809  -0.53
N  1.33046  -4.68921  7.74824  0.95
O  1.84884  -4.74207  8.85560  -0.57
O  1.69021  -5.33455  6.77243  -0.58
H  -2.24699  -0.88984  7.08533  0.40
H  -1.35895  -2.05317  5.10133  0.30
H  0.34028  -3.74488  5.39696  0.54
H  0.21547  -3.26895  9.65124  0.44
H  -1.49524  -1.29518  9.23727  0.34
C  3.99407  6.01904  -4.91550  -0.44
C  3.51875  4.79526  -5.00242  -0.50
C  3.14458  4.04474  -3.83685  -0.30
C  3.33633  4.62501  -2.60807  0.39
C  3.77807  5.97626  -2.46865  -0.51
C  4.19331  6.63562  -3.60383  -0.45
N  2.96996  3.84614  -1.44078  0.92
O  2.42865  4.50614  -0.59869  -0.56
O  3.60472  2.83578  -1.28681  -0.45
H  4.34871  6.53348  -5.79639  0.38
H  3.31247  4.44017  -6.00130  0.34
H  2.69590  3.06307  -3.87461  0.41
H  3.94221  6.35542  -1.47080  0.41
H  4.58051  7.64371  -3.58823  0.37
C  -5.29714  3.83753  -3.64394  -0.66
C  -5.40881  3.15120  -4.83399  -0.39
C  -5.18406  1.83157  -4.92739  -0.30
C  -4.75422  1.12356  -3.86017  -0.34
C  -4.34167  1.85652  -2.67480  0.09
C  -4.61173  3.25891  -2.55364  -0.05
N  -4.28882  -0.24218  -3.92943  0.89
O  -3.56621  -0.65425  -2.99552  -0.50
O  -4.69466  -1.04294  -4.77393  -0.59
H  -5.60757  4.87042  -3.70028  0.37
H  -5.79932  3.77845  -5.62168  0.34
H  -5.24875  1.49822  -5.95262  0.39
H  -3.78861  1.36993  -1.88501  0.58
H  -4.10868  3.78305  -1.75451  0.17
C  -5.52719  3.31645  5.33460  -0.41
C  -5.97914  4.03887  4.18968  -0.62
C  -5.36867  3.87150  2.95971  -0.22
C  -4.17959  3.08654  2.90070  0.10
C  -3.64069  2.57814  4.01333  -0.14
C  -4.26203  2.72145  5.31844  -0.70
N  -3.63277  2.74817  1.52684  1.06
O  -4.36273  2.84816  0.54181  -0.55
O  -2.56272  2.17094  1.56423  -0.56
H  -6.16692  3.20651  6.19777  0.38
H  -6.98135  4.43225  4.10471  0.36
H  -5.98567  4.15498  2.11986  0.44
H  -2.68375  2.08233  4.08292  0.43
H  -3.88793  2.14197  6.14949  0.35
C  0.36390  -2.50549  0.96957  -1.28
C  -0.53183  -1.55680  1.56580  -0.95
C  -0.75137  -0.30767  0.91472  -0.14
C  -0.04073  0.01647  -0.22933  -0.24
C  0.94501  -0.85337  -0.73850  -0.34
C  1.14124  -2.12320  -0.12150  -0.40
N  -0.16415  1.33811  -0.82021  1.14
O  0.78825  1.84216  -1.40470  -0.62
O  -1.22363  1.92349  -0.61599  -0.42
H  0.51546  -3.45825  1.45504  0.98
H  -0.99108  -1.88653  2.48600  0.45
H  -1.60475  0.29386  1.19095  0.57
H  1.43890  -0.64100  -1.67519  0.69
H  1.73128  -2.94281  -0.50425  0.68
C  -0.44982  -3.84357  -3.03276  -0.40
C  -0.75108  -4.64410  -4.17141  -0.64
C  -2.02878  -5.14894  -4.29880  -0.37
C  -3.00507  -4.87669  -3.36994  -0.27
C  -2.74355  -4.13669  -2.27507  -0.53
C  -1.48339  -3.65716  -2.13962  0.19
N  -4.35276  -5.48190  -3.59958  1.00
O  -5.14239  -5.31392  -2.64911  -0.61
O  -4.63973  -5.85085  -4.71263  -0.58
H  0.49455  -3.34005  -2.88774  0.43
H  -0.01853  -4.71765  -4.96158  0.46
H  -2.21885  -5.66316  -5.22931  0.46
H  -3.51814  -3.71958  -1.64862  0.41
H  -1.27848  -3.06475  -1.26015  0.42
C  5.09634  -0.11058  -0.71702  -0.36
C  6.46088  -0.14117  -0.67531  -0.80
C  7.18750  -1.05221  0.11914  -0.33
C  6.50052  -1.94921  0.93880  -0.06
C  5.11293  -1.78986  0.96668  -0.46
C  4.39623  -0.92020  0.09928  -0.39
N  7.14089  -2.81266  1.90373  0.98
O  8.30203  -2.49637  2.22025  -0.57
O  6.49777  -3.78134  2.41499  -0.56
H  4.58196  0.55582  -1.39357  0.59
H  7.02904  0.58382  -1.23921  0.41
H  8.26327  -1.12502  0.05752  0.47
H  4.55566  -2.51042  1.54689  0.48
H  3.33137  -0.76399  0.18917  0.53
C  7.27070  -6.02591  -1.40062  -0.75
C  6.45969  -6.78696  -2.23358  -0.54
C  5.25839  -6.24509  -2.65126  -0.51
C  4.86048  -4.90270  -2.38712  -0.27
C  5.73099  -4.15150  -1.57955  0.64
C  6.88222  -4.76184  -1.06229  -0.23
N  3.64430  -4.26038  -3.09506  1.00
O  3.08910  -4.89368  -4.01465  -0.57
O  3.29910  -3.16198  -2.63003  -0.54
H  8.22532  -6.48627  -1.19287  0.35
H  6.80572  -7.69992  -2.69530  0.39
H  4.66801  -6.75737  -3.39653  0.45
H  5.59102  -3.13350  -1.24718  0.24
H  7.61603  -4.23935  -0.46655  0.34

Cartesian forces (eV/Å) of the 2 atoms listed first:
-0.1824 -0.1992 -0.3957
0.3142 -1.4060 -0.8218

***

[2]
The following is a quantum chemistry calculation of an isolated molecule of C3H6ClN3 in a non-equilibrium geometry, from the Open Molecules 2025 dataset.

Calculated values
- total energy (eV) = -20197.012
- lowest unoccupied orbital energy (spin up / spin down) (eV) = 0.43 / 0.43
- energy relative to the best compared isomer or geometry (same formula, charge and spin) (eV) = 3.7200
- net charge = 0

Last column: Mulliken charge in e.
Element x y z (Å)
C  -0.56768  0.83874  0.08597  -0.14
C  3.35213  0.29901  0.02818  -0.01
C  -1.58508  -0.25531  -0.04205  -0.89
N  0.68916  0.68660  0.25421  -0.26
N  1.22642  -0.60229  0.37653  -0.68
N  2.48244  -0.67806  0.14892  0.24
Cl  5.02937  0.08702  -0.16095  -0.18
H  -0.78828  1.82222  0.01375  0.50
H  3.07127  1.32826  -0.28721  0.35
H  -1.38030  -0.99861  -0.79278  0.28
H  -2.57674  0.04074  -0.29924  0.32
H  -1.53807  -1.01396  0.88749  0.24
H  2.95768  -1.56416  0.26919  0.25

Cartesian forces (eV/Å) of the 2 atoms listed first:
1.1561 -3.8786 0.0792
-0.4813 2.2061 -1.4398

***

[3]
The following is a quantum chemistry calculation of a structure of composition C24H27ClF5HgN4OS, from the Open Molecules 2025 dataset.

Calculated values
- multiplicity = 2
- <S²> = 0.792
- total energy (eV) = -74449.823
- lowest unoccupied orbital energy (spin up / spin down) (eV) = -0.52 / -0.63
- net charge = 0

Last column: Mulliken charge in e.
Element x y z (Å)
Hg  -0.24314  -0.63875  -0.79618  0.12
Cl  2.65667  5.77288  -0.96356  -0.19
C  2.79275  4.05732  -0.78883  0.45
C  2.27258  3.21915  -1.76937  -0.64
C  2.44300  1.85482  -1.65648  -0.55
C  3.14651  1.28350  -0.56742  0.95
C  3.34305  -0.10636  -0.47236  -1.35
C  3.63582  2.17142  0.41996  -0.46
C  3.45985  3.53556  0.31785  -0.63
H  1.74065  3.64507  -2.61138  0.44
H  2.02641  1.19606  -2.40955  0.45
H  3.88005  -0.53550  0.36830  0.29
H  3.00538  -0.77578  -1.25239  0.37
H  4.19180  1.76604  1.26027  0.40
H  3.84640  4.20872  1.07317  0.43
N  -2.89448  -1.90153  0.63213  -0.58
C  -3.85732  -1.34368  0.31077  0.35
N  -4.91020  -0.67522  -0.16785  0.17
C  -4.71370  0.19185  -1.33501  -0.45
C  -5.77548  1.26334  -1.30517  -0.57
O  -7.07826  0.69261  -1.23809  -0.40
C  -7.24373  -0.08433  -0.06228  -0.58
C  -6.26106  -1.23319  -0.03363  -0.55
H  -4.79338  -0.39467  -2.25560  0.26
H  -3.72260  0.63872  -1.27935  0.35
H  -5.73532  1.85233  -2.21762  0.35
H  -5.61024  1.92186  -0.44692  0.30
H  -8.26358  -0.46045  -0.07115  0.34
H  -7.10061  0.54384  0.82362  0.32
H  -6.46878  -1.91827  -0.86175  0.30
H  -6.33071  -1.78026  0.90358  0.40
C  1.42474  -0.70014  4.66021  -0.55
C  1.32326  -1.33087  3.24373  -0.66
N  0.55239  -0.46410  2.36590  0.05
C  1.15369  0.87361  2.33530  0.73
C  1.01448  1.54628  3.71424  -0.66
N  0.50263  0.49150  4.67414  -0.04
C  -0.89629  0.06407  4.28740  -0.69
C  -0.84206  -0.39100  2.81197  0.74
H  2.42118  -0.32794  4.88942  0.34
H  1.10550  -1.37029  5.45439  0.36
H  0.83637  -2.30469  3.29509  0.41
H  2.32104  -1.47140  2.83097  0.33
H  0.62365  1.47544  1.59517  -0.04
H  2.19999  0.78317  2.03540  -0.60
H  0.28577  2.35276  3.69878  0.19
H  1.95480  1.91393  4.12170  0.33
H  0.47814  0.88443  5.60854  0.32
H  -1.54794  0.92303  4.43604  0.44
H  -1.17861  -0.72948  4.97662  0.28
H  -1.35288  0.33684  2.18772  -0.95
H  -1.32759  -1.35494  2.67680  0.45
F  -0.01703  7.83844  -0.08185  -0.36
C  -0.40382  6.57113  0.10948  0.57
C  -0.33975  5.99441  1.35484  0.17
F  0.11269  6.71260  2.39502  -0.34
C  -0.73557  4.68214  1.52905  -0.03
F  -0.64678  4.20642  2.79296  -0.43
C  -1.21997  3.87243  0.50248  0.06
S  -1.79521  2.23852  0.73568  -0.31
C  -1.22521  4.49420  -0.74728  0.23
F  -1.63414  3.81805  -1.82973  -0.43
C  -0.84682  5.80692  -0.94504  0.31
F  -0.88397  6.34678  -2.17180  -0.36

Cartesian forces (eV/Å) of the 2 atoms listed first:
-0.0064 0.0318 -0.1281
-0.0149 0.0369 0.0092

***

[4]
The following is a quantum chemistry calculation of an isolated molecule of C7H16N2 in a non-equilibrium geometry, from the Open Molecules 2025 dataset.

Calculated values
- total energy (eV) = -10493.304
- lowest unoccupied orbital energy (spin up / spin down) (eV) = 0.10 / 0.09
- energy relative to the best compared isomer or geometry (same formula, charge and spin) (eV) = 5.9537
- net charge = 0

Last column: Mulliken charge in e.
Element x y z (Å)
C  0.17484  -1.30805  -0.25297  -1.02
C  1.40539  -1.06009  0.73532  -0.71
C  -0.92899  -0.13806  -0.04314  1.77
C  -2.08132  -0.58652  -0.89959  -1.50
C  -1.45701  -0.06707  1.39422  -2.14
C  2.96178  0.20654  -0.59071  -0.58
C  -0.52580  2.24709  -0.18663  -0.81
N  2.27496  0.01902  0.67339  -0.40
N  -0.40674  0.99582  -0.71050  -0.49
H  0.39486  -1.33672  -1.43942  0.39
H  -0.31212  -2.19161  0.00958  0.46
H  0.79797  -0.96400  1.71712  0.31
H  1.92216  -2.00007  0.70783  0.46
H  -2.92349  -1.14023  -0.34731  0.26
H  -1.60115  -1.27824  -1.70646  0.36
H  -2.39845  0.26067  -1.50047  0.42
H  -0.71730  0.11139  2.08343  0.61
H  -1.94767  -1.00435  1.45934  0.49
H  -2.19316  0.72587  1.36146  0.49
H  2.34366  0.95444  -1.14311  0.22
H  4.01296  0.58184  -0.32883  0.27
H  2.97285  -0.83201  -1.18146  0.22
H  -1.56087  2.66740  -0.10797  0.31
H  -0.28342  2.09765  0.93947  0.26
H  0.07607  3.03927  -0.64257  0.32

Cartesian forces (eV/Å) of the 2 atoms listed first:
1.1693 3.6328 -1.8676
-3.6020 -0.7219 1.0150

***

[5]
The following is a quantum chemistry calculation of an isolated molecule of C2H4N2OS in a non-equilibrium geometry, from the Open Molecules 2025 dataset.

Calculated values
- total energy (eV) = -17998.803
- lowest unoccupied orbital energy (eV) = 0.25
- energy relative to the best compared isomer or geometry (same formula, charge and spin) (eV) = 3.8567
- net charge = 0

Last column: Mulliken charge in e.
Element x y z (Å)
C  -0.53460  0.95807  0.43385  0.14
C  1.69192  0.52645  -0.56052  -0.11
N  0.58199  1.08115  -0.12201  -0.24
N  -1.31151  -1.24355  -0.19716  -0.44
O  -1.44731  -0.00036  0.49700  -0.17
S  2.52097  -0.64203  0.22751  -0.31
H  -0.93701  1.81751  0.97249  0.32
H  2.08512  0.98089  -1.46826  0.31
H  -2.15945  -1.74283  0.05320  0.27
H  -0.49012  -1.73530  0.16389  0.24

Cartesian forces (eV/Å) of the 2 atoms listed first:
0.2556 0.4572 -0.1394
0.1943 -0.5923 -0.0109

***

[6]
The following is a quantum chemistry calculation of an isolated molecule of C10H13N3OS in a non-equilibrium geometry, from the Open Molecules 2025 dataset.

Calculated values
- total energy (eV) = -27927.914
- lowest unoccupied orbital energy (spin up / spin down) (eV) = 0.41 / 0.41
- energy relative to the best compared isomer or geometry (same formula, charge and spin) (eV) = 6.0029
- net charge = 0

Last column: Mulliken charge in e.
Element x y z (Å)
C  -1.85990  2.29468  -0.33066  -0.52
C  -3.06021  2.05298  0.41840  -0.48
C  -1.06667  1.31084  -0.77224  -0.47
C  -3.31550  0.79009  0.82461  -0.60
C  -1.21551  -0.04656  -0.33039  0.78
C  -2.40889  -0.25842  0.40896  0.44
C  -0.25600  -1.13429  -0.55525  0.19
C  -0.43713  -2.26211  -1.57753  -1.53
C  2.93124  1.03633  -0.35174  -1.16
C  3.11665  -0.90576  1.48145  -1.12
N  -2.63810  -1.60076  0.55800  0.04
N  1.03908  -0.77406  -0.44879  -0.34
N  -1.77384  -2.40615  0.65602  -0.55
O  1.19019  0.84770  1.67866  -0.66
S  1.75189  -0.00784  0.64640  0.88
H  -1.70544  3.31192  -0.74005  0.32
H  -3.68599  2.93958  0.58009  0.35
H  -0.43829  1.62596  -1.56598  0.49
H  -4.27829  0.43590  1.17547  0.39
H  -0.09764  -3.18248  -1.17983  0.33
H  -1.43715  -2.31122  -1.82338  0.41
H  0.32992  -2.01450  -2.28180  0.49
H  2.41851  1.73156  -0.91475  0.36
H  3.63539  1.47182  0.42583  0.37
H  3.46988  0.35394  -0.95105  0.39
H  2.52456  -1.66132  2.11557  0.32
H  3.70361  -1.47162  0.77316  0.38
H  3.56360  -0.16620  2.08081  0.47

Cartesian forces (eV/Å) of the 2 atoms listed first:
-2.0696 1.5468 0.1140
1.3919 1.4899 -0.2045